1.
Density functional theory data (the ωB97M-V functional and the def2-TZVPD basis) for a cluster of 2 separate species, C6H14N2O2 in total.

The HOMO energy comes out at -0.3518 hartree. As for the HOMO-LUMO gap: 10.054 eV. Its energy above the lowest of the compared OMol25 structures with the same formula, charge and spin is 87.5 kJ/mol. For the strongest force on any atom, the calculation gives 1.65 eV/Å. The multiplicity is 1. Its total charge is 0. Its SMILES is CNC(C)=O.CNC(C)=O.

```
24
Properties=species:S:1:pos:R:3:forces:R:3:mulliken_charge:R:1
C -2.067 1.873 0.964 0.7 0.3 0.9 -0.927
C -1.460 -1.754 0.183 -1.0 -0.6 -0.3 -1.010
C -2.160 0.379 1.184 -0.5 -0.5 -1.5 0.678
O -3.032 -0.172 1.821 0.0 0.3 0.7 -0.643
N -1.349 -0.333 0.349 0.0 0.5 0.6 -0.028
H -1.221 2.164 0.344 0.0 -0.1 -0.2 0.231
H -0.601 0.183 -0.077 0.2 -0.3 -0.2 0.102
H -2.492 -2.113 0.263 -0.1 0.7 0.4 0.374
H -2.981 2.210 0.490 -0.2 0.1 0.1 0.241
H -1.902 2.389 1.916 -0.4 -0.1 -0.1 0.304
H -1.286 -1.976 -0.862 1.0 -0.3 0.0 0.354
H -0.935 -2.360 0.924 0.5 0.1 -0.4 0.283
C 2.863 -0.242 0.815 0.5 -0.4 0.0 -0.964
C 1.338 0.852 -2.453 -0.2 -0.2 0.1 -1.073
C 1.729 -0.090 -1.345 0.8 -0.1 0.1 0.695
O 1.882 -1.285 -1.519 -0.2 0.0 -0.2 -0.617
N 2.039 0.467 -0.140 0.0 0.2 0.7 -0.125
H 1.856 1.421 0.115 0.0 0.2 -0.7 0.224
H 3.933 -0.081 0.632 -0.1 0.2 -0.1 0.316
H 1.987 1.729 -2.471 -0.2 0.0 0.1 0.340
H 2.671 0.092 1.828 -0.3 -0.1 0.1 0.324
H 2.720 -1.312 0.708 -0.3 0.0 0.2 0.317
H 1.455 0.299 -3.378 -0.1 0.0 -0.1 0.312
H 0.294 1.134 -2.333 -0.1 0.3 -0.1 0.293
```
Forces are in eV/Å.

2.
Density functional theory data (the ωB97M-V functional and the def2-TZVPD basis) for a cluster of 2 separate species, C6H14N2O2 in total.

The HOMO energy comes out at -0.3428 hartree. As for the HOMO-LUMO gap: 9.918 eV. Its energy above the lowest of the compared OMol25 structures with the same formula, charge and spin is 82.6 kJ/mol. For the strongest force on any atom, the calculation gives 1.55 eV/Å. The multiplicity is 1. Its total charge is 0. Its SMILES is CNC(C)=O.CNC(C)=O.

```
24
Properties=species:S:1:pos:R:3:forces:R:3:mulliken_charge:R:1
C -0.166 1.001 -3.289 1.0 0.9 -0.8 -1.403
C 1.522 -1.223 -0.764 0.2 -0.3 0.5 -1.005
C -0.036 0.066 -2.127 -0.8 -0.5 -0.1 0.903
O -0.989 -0.560 -1.691 0.1 0.3 0.4 -0.597
N 1.235 -0.136 -1.675 0.1 -0.1 -0.5 -0.172
H -1.135 1.224 -3.673 -1.1 -0.8 0.1 0.367
H 1.951 0.134 -2.325 0.2 0.2 0.2 0.265
H 1.809 -0.815 0.206 0.0 -0.2 0.1 0.346
H 0.180 2.034 -3.157 0.7 -0.4 0.5 0.325
H 0.412 0.548 -4.103 0.0 0.3 -0.1 0.345
H 0.642 -1.855 -0.666 -0.2 0.2 0.1 0.331
H 2.306 -1.912 -1.083 0.2 0.4 -0.4 0.356
C -0.315 1.840 1.443 0.7 0.7 -0.1 -1.007
C -1.164 -1.619 2.551 0.9 0.1 -0.2 -0.899
C -0.519 -0.254 2.667 0.1 -0.1 0.2 0.572
O -0.290 0.259 3.747 -0.3 0.2 0.0 -0.637
N -0.282 0.400 1.496 -0.3 0.1 -0.1 0.018
H -0.239 -0.097 0.625 -0.6 -0.1 0.0 0.155
H -1.130 2.265 2.029 0.1 -0.2 0.2 0.334
H -2.232 -1.471 2.659 -0.2 -0.1 -0.1 0.225
H 0.626 2.291 1.771 -0.1 0.0 0.2 0.295
H -0.458 2.193 0.424 -0.1 -0.3 -0.2 0.307
H -0.932 -2.063 1.582 -0.2 -0.1 0.0 0.263
H -0.795 -2.252 3.354 -0.1 0.0 0.0 0.314
```
Forces are in eV/Å.

3.
Density functional theory data (the ωB97M-V functional and the def2-TZVPD basis) for a structure of composition C6H14N2O2.

The HOMO energy comes out at -0.3327 hartree. As for the HOMO-LUMO gap: 9.138 eV. Its energy above the lowest of the compared OMol25 structures with the same formula, charge and spin is 923.3 kJ/mol. For the strongest force on any atom, the calculation gives 7.27 eV/Å. The multiplicity is 1. Its total charge is 0.

```
24
Properties=species:S:1:pos:R:3:forces:R:3:mulliken_charge:R:1
C -0.121 2.539 -0.458 -0.9 3.6 1.3 -0.653
C 1.089 1.719 -0.376 2.8 -1.0 -4.6 -0.327
C 0.912 0.424 -1.444 3.3 1.7 1.0 -1.085
C 0.473 -1.724 -0.140 -1.3 3.2 0.5 -0.664
C -0.591 -1.942 0.934 -2.2 2.5 -1.9 0.134
C -1.080 -0.583 1.623 1.1 -0.6 -6.1 -1.386
H -0.634 2.199 0.772 0.3 1.8 -4.4 0.129
H -0.695 2.404 -1.530 0.9 0.4 3.4 0.226
H 0.402 3.820 -0.505 -2.4 -3.7 0.6 0.240
H 2.079 2.342 -0.848 -2.5 -2.0 1.4 0.329
H 1.281 1.390 0.634 0.5 -0.3 0.0 0.233
H 0.950 0.671 -2.506 -1.5 0.8 0.0 0.425
H 1.972 0.122 -1.515 -0.3 -1.1 0.9 0.421
H 1.119 -1.123 0.420 2.7 -0.5 1.0 0.348
H 0.773 -2.650 -0.614 0.3 0.2 -0.1 0.305
H -1.448 -2.264 0.325 -0.3 -0.6 0.9 0.335
H -1.685 -0.035 0.748 1.5 -0.8 2.8 0.338
H -0.252 -0.063 2.001 1.5 1.2 0.1 0.329
H -1.662 -0.708 2.409 -3.1 -1.2 3.5 0.602
H 0.211 -2.615 2.602 -0.6 -0.3 -1.6 0.367
N 0.050 -0.615 -1.040 -3.0 -2.1 0.9 0.495
N -1.367 -0.479 -1.061 2.8 1.4 -6.6 -0.018
O -0.131 -2.927 1.720 1.1 -1.8 3.4 -0.584
O -1.645 0.098 -2.152 -0.6 -0.9 3.5 -0.540
```
Forces are in eV/Å.

4.
Density functional theory data (the ωB97M-V functional and the def2-TZVPD basis) for a cluster of 2 separate species, C6H14N2O2 in total.

The HOMO energy comes out at -0.3404 hartree. As for the HOMO-LUMO gap: 9.913 eV. Its energy above the lowest of the compared OMol25 structures with the same formula, charge and spin is 340.9 kJ/mol. For the strongest force on any atom, the calculation gives 9.20 eV/Å. The multiplicity is 1. Its total charge is 0. Its SMILES is CNC(C)=O.CNC(C)=O.

```
24
Properties=species:S:1:pos:R:3:forces:R:3:mulliken_charge:R:1
C 2.269 -0.090 -1.924 -0.7 1.2 -1.3 -0.963
C -1.167 -1.539 -1.725 -3.4 0.7 -0.5 -0.918
C 1.145 -1.014 -2.351 0.1 4.6 7.9 0.572
O 1.182 -1.837 -3.141 -0.3 -3.8 -4.6 -0.486
N 0.119 -0.913 -1.329 -3.0 -1.0 -0.8 -0.047
H 3.218 -0.483 -2.141 1.2 -0.9 0.0 0.356
H -0.129 -0.223 -0.581 1.7 -0.3 -1.6 0.173
H -1.998 -1.802 -0.877 2.7 0.5 -1.4 0.241
H 2.233 0.785 -2.563 -0.2 0.4 -0.4 0.291
H 2.200 0.339 -0.939 -0.2 -0.4 0.5 0.172
H -1.881 -0.801 -2.401 2.0 -1.6 1.3 0.248
H -1.001 -2.456 -2.330 0.0 0.7 0.5 0.368
C -2.281 2.193 2.549 3.0 2.4 -1.8 -0.922
C 0.495 -0.621 1.782 1.1 0.4 1.8 -0.808
C -0.851 1.597 2.086 -3.0 -4.6 2.8 0.650
O -0.093 2.044 1.334 2.6 4.2 -3.5 -0.538
N -0.521 0.278 2.438 1.6 0.3 -1.2 -0.183
H -2.395 3.051 1.673 -0.5 -2.5 2.3 0.260
H -1.004 -0.287 3.024 -2.4 -1.2 2.3 0.123
H -0.029 -1.496 1.382 0.2 0.6 -0.8 0.296
H 1.207 -0.042 1.153 -1.0 -0.6 0.0 0.249
H -3.013 1.430 2.749 -0.4 -0.1 -0.7 0.317
H -2.153 2.752 3.494 0.1 -0.2 -0.4 0.280
H 1.190 -1.133 2.549 -1.1 1.2 -0.6 0.268
```
Forces are in eV/Å.

5.
Density functional theory data (the ωB97M-V functional and the def2-TZVPD basis) for a cluster of 2 separate species, C6H14N2O2 in total.

The HOMO energy comes out at -0.3314 hartree. As for the HOMO-LUMO gap: 9.565 eV. Its energy above the lowest of the compared OMol25 structures with the same formula, charge and spin is 165.3 kJ/mol. For the strongest force on any atom, the calculation gives 4.45 eV/Å. The multiplicity is 1. Its total charge is 0. Its SMILES is CNC(C)=O.CNC(C)=O.

```
24
Properties=species:S:1:pos:R:3:forces:R:3:mulliken_charge:R:1
C -2.145 1.109 2.368 -0.4 4.3 1.1 -1.216
C -3.092 -1.304 -0.315 -1.7 0.5 0.9 -0.881
C -2.035 0.085 1.352 1.1 -1.1 -1.9 0.855
O -0.919 -0.407 1.060 -1.8 0.6 0.4 -0.698
N -3.188 -0.244 0.697 3.4 -1.6 0.1 -0.170
H -2.927 0.957 3.126 0.1 -0.2 -0.4 0.365
H -4.002 0.227 0.936 -1.6 0.6 0.3 0.167
H -3.943 -1.972 -0.239 0.2 -0.7 0.8 0.315
H -1.186 1.178 2.897 -0.3 0.1 -0.2 0.324
H -2.389 2.242 1.921 0.7 -3.1 0.9 0.249
H -3.364 -0.856 -1.216 0.5 0.8 -2.1 0.348
H -2.122 -1.771 -0.302 0.1 0.0 0.0 0.297
C 3.081 -0.830 0.540 -0.6 1.2 1.5 -0.886
C 1.121 0.913 -2.229 -0.4 -1.0 -2.2 -0.945
C 2.251 0.417 -1.457 0.7 -1.4 1.1 0.673
O 3.379 0.500 -1.916 0.0 -0.2 0.4 -0.639
N 1.937 -0.239 -0.274 0.7 0.3 1.5 -0.071
H 1.040 0.001 0.279 1.9 -0.7 -1.5 0.220
H 2.802 -1.859 0.852 0.3 0.7 -0.3 0.283
H 1.476 1.799 -2.660 0.2 1.7 -0.5 0.336
H 0.250 1.068 -1.658 -1.2 0.0 0.4 0.260
H 4.076 -0.787 0.082 -0.8 -0.3 -0.8 0.335
H 3.325 -0.211 1.491 -1.0 -0.9 -1.3 0.266
H 0.957 0.281 -3.169 0.0 0.4 1.6 0.214
```
Forces are in eV/Å.